[1]
{"formula": "C57H70BrN5O4S", "method": "ωB97M-V with the def2-TZVPD basis set", "homo_energy_ev": -6.0, "orbital_gap_ha": 0.2133, "charge": 0, "spin_multiplicity": 1, "fmax_ev_per_a": 3.09, "de_lowest_kcal_mol": 0.00, "symbols": ["C", "C", "C", "C", "C", "C", "C", "C", "C", "C", "C", "N", "C", "C", "C", "C", "C", "C", "C", "C", "C", "C", "C", "C", "N", "N", "C", "C", "C", "C", "C", "C", "C", "C", "C", "C", "C", "C", "C", "C", "C", "C", "C", "C", "C", "H", "H", "H", "H", "H", "H", "H", "H", "H", "H", "H", "H", "H", "H", "H", "H", "H", "H", "H", "H", "H", "H", "H", "H", "H", "H", "H", "H", "H", "H", "H", "H", "H", "H", "H", "H", "H", "H", "H", "H", "H", "H", "H", "H", "H", "H", "H", "H", "H", "H", "H", "H", "H", "H", "H", "H", "H", "H", "H", "C", "C", "C", "C", "C", "S", "O", "O", "N", "C", "C", "C", "C", "C", "Br", "C", "C", "N", "O", "O", "C", "C", "C", "H", "H", "H", "H", "H", "H", "H", "H", "H", "H", "H"], "xyz": [[-5.735, 0.642, -1.988], [-5.608, 1.223, -0.576], [-6.500, 2.458, -0.449], [-4.155, 1.484, -0.215], [-3.471, 2.651, -0.557], [-2.096, 2.768, -0.390], [-1.362, 3.990, -0.944], [-2.258, 5.220, -1.110], [-0.583, 3.673, -2.215], [-1.364, 1.701, 0.231], [0.077, 1.817, 0.503], [0.565, 2.805, 1.367], [-0.139, 3.879, 2.059], [0.169, 5.224, 1.769], [1.357, 5.590, 0.879], [2.615, 5.683, 1.728], [1.123, 6.817, 0.004], [-0.645, 6.226, 2.307], [-1.759, 5.901, 3.078], [-2.018, 4.571, 3.397], [-1.158, 3.554, 2.971], [-1.249, 2.136, 3.517], [-2.649, 1.816, 4.038], [-0.152, 1.788, 4.521], [1.902, 2.731, 1.475], [2.267, 1.610, 0.793], [3.677, 1.431, 0.512], [4.255, 2.204, -0.505], [3.452, 3.238, -1.295], [3.056, 2.716, -2.673], [4.162, 4.591, -1.362], [5.613, 2.041, -0.764], [6.397, 1.191, 0.015], [5.819, 0.494, 1.073], [4.467, 0.649, 1.365], [3.943, 0.091, 2.680], [2.731, -0.806, 2.548], [3.681, 1.210, 3.687], [1.167, 1.005, 0.127], [1.334, -0.199, -0.558], [-2.100, 0.539, 0.651], [-1.437, -0.694, 1.238], [-1.432, -1.829, 0.203], [-2.042, -1.247, 2.525], [-3.465, 0.459, 0.408], [-5.106, -0.245, -2.110], [-6.771, 0.357, -2.198], [-5.424, 1.392, -2.726], [-5.944, 0.463, 0.142], [-6.396, 2.926, 0.536], [-6.252, 3.189, -1.228], [-7.544, 2.155, -0.575], [-4.026, 3.481, -0.996], [-0.622, 4.253, -0.180], [-2.775, 5.460, -0.170], [-1.664, 6.099, -1.395], [-2.999, 5.043, -1.901], [0.075, 2.809, -2.062], [-1.285, 3.442, -3.029], [0.042, 4.526, -2.514], [1.487, 4.731, 0.210], [2.824, 4.688, 2.136], [3.473, 5.999, 1.129], [2.475, 6.395, 2.554], [0.136, 6.783, -0.474], [1.203, 7.742, 0.591], [1.873, 6.844, -0.798], [-0.412, 7.276, 2.122], [-2.422, 6.685, 3.447], [-2.884, 4.328, 4.014], [-1.080, 1.486, 2.651], [-3.400, 2.023, 3.260], [-2.716, 0.756, 4.303], [-2.880, 2.403, 4.938], [0.845, 1.991, 4.110], [-0.266, 2.360, 5.452], [-0.202, 0.718, 4.761], [2.529, 3.378, -0.720], [2.516, 1.765, -2.567], [2.401, 3.429, -3.195], [3.950, 2.546, -3.292], [4.561, 4.863, -0.377], [5.006, 4.555, -2.063], [3.470, 5.383, -1.685], [6.059, 2.618, -1.572], [7.469, 1.111, -0.174], [6.429, -0.151, 1.710], [4.753, -0.550, 3.050], [2.886, -1.522, 1.738], [2.564, -1.371, 3.477], [1.818, -0.239, 2.329], [4.623, 1.706, 3.944], [3.013, 1.960, 3.244], [3.214, 0.817, 4.597], [2.328, -0.633, -0.561], [0.536, -0.544, -1.205], [-0.400, -0.421, 1.464], [-1.712, -1.468, -0.795], [-0.419, -2.229, 0.159], [-2.095, -2.661, 0.487], [-1.887, -0.557, 3.357], [-3.117, -1.434, 2.404], [-1.539, -2.196, 2.757], [-4.010, -0.450, 0.675], [-3.244, -10.408, -4.377], [-2.435, -9.156, -4.187], [-1.401, -8.845, -5.076], [-0.689, -7.654, -4.947], [-0.992, -6.773, -3.901], [-0.096, -5.228, -3.806], [0.998, -5.322, -4.735], [-0.960, -4.083, -3.752], [0.602, -5.162, -2.178], [1.291, -6.228, -1.609], [1.676, -7.435, -2.184], [2.149, -8.444, -1.344], [2.296, -8.195, 0.038], [1.987, -6.945, 0.589], [2.310, -6.615, 2.426], [1.484, -5.942, -0.244], [0.912, -4.617, -0.047], [0.783, -4.007, 1.246], [1.729, -3.308, 1.664], [-0.244, -4.246, 1.926], [0.444, -4.145, -1.264], [-2.015, -7.079, -2.997], [-2.720, -8.273, -3.141], [-4.011, -10.479, -3.599], [-3.746, -10.414, -5.354], [-2.600, -11.296, -4.340], [-1.171, -9.526, -5.898], [0.097, -7.408, -5.658], [1.603, -7.554, -3.260], [2.394, -9.427, -1.742], [2.664, -8.973, 0.695], [-0.053, -3.219, -1.537], [-2.269, -6.382, -2.202], [-3.537, -8.516, -2.460]]}

[2]
{"formula": "C2H7N", "method": "ωB97M-V with the def2-TZVPD basis set", "homo_energy_ev": -8.9, "orbital_gap_ha": 0.3643, "charge": 0, "smiles": "C=C.N", "spin_multiplicity": 1, "fmax_ev_per_a": 2.31, "de_lowest_kcal_mol": 49.74, "symbols": ["N", "H", "H", "H", "C", "C", "H", "H", "H", "H"], "xyz": [[2.387, -0.568, 0.603], [1.935, -0.626, 1.501], [3.386, -0.537, 0.724], [2.108, -1.305, -0.023], [-1.123, 0.260, -0.117], [-2.058, 0.941, -0.796], [-0.084, 0.299, -0.441], [-1.354, -0.529, 0.592], [-2.270, 0.863, -1.856], [-2.927, 1.203, -0.189]]}

[3]
{"formula": "C4H14N2Si", "method": "ωB97M-V with the def2-TZVPD basis set", "homo_energy_ev": -8.3, "orbital_gap_ha": 0.3337, "charge": 0, "spin_multiplicity": 1, "fmax_ev_per_a": 3.94, "de_lowest_kcal_mol": 39.83, "symbols": ["C", "C", "C", "C", "N", "N", "Si", "H", "H", "H", "H", "H", "H", "H", "H", "H", "H", "H", "H", "H", "H"], "xyz": [[2.004, -0.875, -0.620], [1.790, 1.341, 0.224], [-1.256, -1.795, -0.228], [-1.315, 0.703, 1.635], [-1.599, 1.168, -1.738], [1.166, 0.054, 0.034], [-0.576, -0.064, 0.029], [2.371, -0.537, -1.597], [2.828, -1.129, -0.010], [1.521, -1.760, -0.900], [1.135, 2.129, 0.273], [2.288, 1.463, 1.263], [2.559, 1.395, -0.563], [-0.670, -2.537, 0.263], [-2.227, -1.877, 0.242], [-1.392, -2.092, -1.261], [-1.671, -0.198, 2.090], [-0.456, 1.035, 2.110], [-2.157, 1.363, 1.787], [-2.276, 0.470, -2.012], [-2.066, 1.743, -1.021]]}

[4]
{"formula": "C20H24AsGaNO4S", "method": "ωB97M-V with the def2-TZVPD basis set", "homo_energy_ev": [-4.5, -4.5], "orbital_gap_ha": [0.2464, 0.2465], "charge": -1, "spin_multiplicity": 1, "fmax_ev_per_a": 1.51, "de_lowest_kcal_mol": 13.11, "symbols": ["Ga", "O", "C", "O", "C", "C", "C", "N", "C", "C", "C", "O", "O", "H", "H", "H", "C", "As", "C", "C", "S", "H", "H", "H", "H", "H", "H", "H", "H", "H", "C", "C", "C", "C", "C", "C", "C", "C", "C", "C", "H", "H", "H", "H", "H", "H", "H", "H", "H", "H", "H", "H"], "xyz": [[0.179, -0.465, 0.520], [-5.034, 0.887, 5.316], [-3.842, 0.818, 5.655], [-3.279, 0.997, 6.749], [-2.864, 0.444, 4.491], [-1.545, 0.106, 4.760], [-0.712, -0.274, 3.723], [-1.115, -0.292, 2.454], [-2.377, 0.058, 2.187], [-3.285, 0.410, 3.166], [-2.714, 0.049, 0.731], [-3.827, 0.298, 0.305], [-1.702, -0.225, -0.056], [-1.195, 0.147, 5.782], [0.311, -0.578, 3.903], [-4.309, 0.660, 2.922], [-3.087, -0.978, -2.739], [-1.672, 0.340, -2.801], [-2.294, 2.083, -2.229], [-1.625, 0.681, -4.727], [0.270, -0.286, -2.310], [-4.019, -0.509, -3.051], [-3.195, -1.361, -1.731], [-2.822, -1.785, -3.421], [-3.323, 2.198, -2.563], [-1.657, 2.832, -2.698], [-2.257, 2.190, -1.152], [-2.619, 0.951, -5.087], [-1.274, -0.206, -5.251], [-0.932, 1.496, -4.933], [4.055, 0.930, 1.622], [2.679, 0.282, 1.906], [2.909, -0.982, 2.752], [2.115, -0.033, 0.519], [1.829, 1.315, 2.653], [0.946, 2.152, 1.967], [0.153, 3.070, 2.640], [0.238, 3.192, 4.018], [1.153, 2.413, 4.708], [1.942, 1.494, 4.031], [4.680, 0.252, 1.037], [4.571, 1.166, 2.558], [3.923, 1.850, 1.054], [3.610, -1.638, 2.235], [1.971, -1.527, 2.868], [3.319, -0.769, 3.744], [2.582, -0.965, 0.161], [0.900, 2.093, 0.886], [-0.534, 3.701, 2.088], [-0.406, 3.881, 4.550], [1.253, 2.515, 5.782], [2.640, 0.899, 4.606]]}

[5]
{"formula": "C22H50Cl2N8O3P2", "method": "ωB97M-V with the def2-TZVPD basis set", "homo_energy_ev": -7.9, "orbital_gap_ha": 0.2672, "charge": 0, "smiles": "C[C@@H](Cl)[C@@H](Cl)[C@@H](C#N)[C@H](C#N)CCCO.CN(C)P(=O)(N(C)C)N(C)C.CN(C)P(=O)(N(C)C)N(C)C", "spin_multiplicity": 1, "fmax_ev_per_a": 7.87, "de_lowest_kcal_mol": 46.54, "symbols": ["C", "C", "Cl", "C", "Cl", "C", "C", "N", "C", "C", "N", "C", "C", "C", "O", "H", "H", "H", "H", "H", "H", "H", "H", "H", "H", "H", "H", "H", "H", "O", "P", "N", "C", "C", "N", "C", "C", "N", "C", "C", "H", "H", "H", "H", "H", "H", "H", "H", "H", "H", "H", "H", "H", "H", "H", "H", "H", "H", "O", "P", "N", "C", "C", "N", "C", "C", "N", "C", "C", "H", "H", "H", "H", "H", "H", "H", "H", "H", "H", "H", "H", "H", "H", "H", "H", "H", "H"], "xyz": [[-3.504, -1.066, 2.231], [-4.146, -0.880, 0.824], [-3.601, 0.669, 0.066], [-3.925, -2.104, -0.146], [-2.498, -3.072, 0.371], [-5.222, -2.949, -0.340], [-4.871, -4.082, -1.273], [-4.667, -4.958, -1.942], [-5.852, -3.476, 0.987], [-5.139, -4.773, 1.332], [-4.636, -5.681, 1.754], [-7.366, -3.837, 0.879], [-8.249, -2.745, 0.225], [-8.175, -1.353, 0.937], [-9.449, -0.708, 0.853], [-3.754, -2.048, 2.662], [-3.925, -0.273, 2.877], [-2.415, -0.925, 2.157], [-5.234, -0.820, 1.002], [-3.661, -1.661, -1.122], [-5.913, -2.301, -0.912], [-5.726, -2.753, 1.807], [-7.487, -4.813, 0.378], [-7.740, -3.969, 1.914], [-8.112, -2.664, -0.870], [-9.300, -3.082, 0.348], [-7.924, -1.460, 2.010], [-7.470, -0.724, 0.369], [-10.110, -1.274, 1.274], [1.899, 0.049, -1.252], [1.767, 0.360, -2.738], [0.876, 1.823, -2.550], [-0.173, 2.322, -3.411], [1.708, 2.941, -2.106], [0.723, -1.015, -3.064], [-0.724, -0.891, -2.971], [1.105, -2.220, -2.316], [1.966, 0.644, -4.494], [1.209, -0.016, -5.543], [3.405, 0.540, -4.829], [0.206, 2.723, -4.362], [-0.709, 3.132, -2.908], [-0.933, 1.577, -3.630], [2.327, 3.327, -2.929], [2.372, 2.632, -1.297], [1.097, 3.757, -1.717], [-1.040, -0.389, -2.046], [-1.202, -1.874, -3.004], [-1.145, -0.368, -3.830], [0.740, -2.198, -1.284], [2.190, -2.339, -2.286], [0.694, -3.110, -2.801], [1.305, -1.105, -5.529], [1.563, 0.333, -6.518], [0.156, 0.259, -5.512], [3.759, -0.496, -4.764], [3.998, 1.143, -4.131], [3.611, 0.920, -5.830], [3.425, 3.895, 2.373], [4.346, 2.816, 2.932], [5.625, 3.049, 1.799], [6.487, 2.035, 1.235], [6.408, 4.252, 2.069], [3.286, 1.492, 2.484], [3.413, 0.838, 1.184], [1.864, 1.800, 2.676], [5.349, 1.700, 3.909], [5.234, 0.252, 3.913], [5.341, 2.166, 5.314], [7.239, 1.667, 1.949], [7.027, 2.443, 0.376], [5.938, 1.182, 0.844], [7.083, 4.104, 2.925], [5.753, 5.096, 2.295], [7.004, 4.538, 1.200], [3.481, 1.559, 0.361], [2.563, 0.187, 0.990], [4.271, 0.165, 1.149], [1.454, 2.394, 1.852], [1.701, 2.354, 3.603], [1.285, 0.874, 2.745], [4.241, -0.104, 4.202], [5.954, -0.165, 4.623], [5.510, -0.175, 2.950], [4.365, 2.004, 5.786], [5.563, 3.239, 5.356], [6.107, 1.662, 5.907]]}

- Which formula does entry 1 have?
  C57H70BrN5O4S